Entry 1:
DFT (ωB97M-V with the def2-TZVPD basis set) results for a molecular structure, C10H20Br10 in a non-equilibrium geometry.

```
40
Properties=species:S:1:pos:R:3:forces:R:3:lowdin_charge:R:1
Br 1.1781 4.4370 -5.5285 0.444 0.468 0.155 0.612
Br 2.8457 9.4069 4.0488 -0.380 -0.454 0.211 0.609
Br -4.2150 -9.3583 1.3133 0.191 -0.358 0.688 0.557
Br 3.1286 4.9159 2.8308 0.461 1.662 0.914 0.482
Br -2.1155 -0.5757 2.0532 1.472 1.320 -1.315 0.435
Br -1.8250 -6.0379 -4.6890 -0.001 0.316 0.434 0.570
Br 4.8998 5.5312 -2.9331 -0.164 0.128 0.034 0.632
Br -5.3484 -6.4019 0.7367 -0.152 0.413 1.301 0.508
Br -3.4367 2.2066 0.6109 -0.074 0.324 -0.585 0.572
Br 1.7895 -5.8618 -1.7169 0.635 0.150 0.171 0.657
C 2.3842 5.4722 -4.3768 -0.692 0.184 1.755 -0.702
C -1.5265 2.2020 0.9888 -0.507 -0.968 0.494 -0.671
C -0.0368 -6.2348 -3.8826 -0.514 -0.517 0.511 -0.665
C 3.6476 6.7074 3.7190 -0.617 0.136 -0.385 -0.614
C 3.6737 4.7180 -4.1770 -0.187 -0.176 -1.479 -0.757
C -0.9772 0.7570 0.8585 -0.253 -0.102 0.969 -0.533
C 2.4174 7.5056 4.2998 1.580 -1.020 -0.189 -0.646
C 0.0068 -5.9658 -2.3387 -1.771 0.096 -1.159 -0.742
C -5.1691 -6.9730 2.6778 0.657 -0.669 -1.193 -0.580
C -3.9998 -7.9880 2.6888 -0.653 0.959 -0.829 -0.695
H 4.1962 7.3149 2.9991 -0.497 -0.414 -0.517 0.017
H 1.4544 7.2522 3.8566 0.299 0.247 -0.107 0.047
H -0.5760 -5.0731 -2.1119 0.658 0.545 -0.237 0.049
H 4.4022 6.5311 4.4855 -0.420 -0.557 0.140 0.052
H 1.8944 5.5181 -3.4042 -0.330 -0.126 -0.088 0.046
H -1.5698 2.5963 2.0041 0.643 -0.484 0.041 0.038
H 0.5952 -5.5711 -4.4727 0.040 -0.068 0.425 0.043
H -4.8084 -6.1248 3.2597 -0.533 0.149 -0.151 0.058
H -1.0179 2.9523 0.3835 -0.043 -0.398 -0.321 0.060
H 2.4585 6.5230 -4.6567 0.245 -0.345 -0.696 0.065
H -0.8886 0.3375 -0.1436 -1.022 0.139 -0.023 0.054
H -3.7909 -8.4353 3.6606 -0.175 -0.026 -0.183 0.061
H 2.4285 7.2806 5.3663 -0.435 0.394 -0.076 0.051
H 0.0572 0.6660 1.1899 -0.206 0.169 0.742 0.047
H 4.1362 4.7059 -5.1640 0.505 -0.316 0.281 0.052
H -0.5310 -6.6613 -1.6945 0.284 -0.708 -0.594 0.053
H 0.1192 -7.2744 -4.1708 0.654 0.186 0.455 0.035
H -3.1787 -7.3639 2.3360 0.369 -0.504 0.246 0.038
H 3.4590 3.6996 -3.8531 0.179 0.185 0.045 0.052
H -6.1611 -7.3363 2.9465 0.310 0.041 0.113 0.052
```
Positions in Å, forces in eV/Å.

Entry 2:
DFT (ωB97M-V with the def2-TZVPD basis set) results for a molecular structure, C10H20Br12P.

```
43
Properties=species:S:1:pos:R:3:forces:R:3:lowdin_charge:R:1
Br 1.9497 1.0680 7.4751 -0.012 -0.009 0.026 0.606
Br 2.2404 3.0939 5.0565 0.034 0.078 -0.034 0.557
Br -3.7443 3.5150 7.5947 -0.010 0.001 0.032 0.597
Br -4.3503 5.0257 4.8622 -0.023 0.018 -0.027 0.585
Br 2.6174 -2.6321 -5.8435 -0.025 0.044 -0.073 0.576
Br 0.8478 1.8732 1.6758 0.030 0.038 -0.086 0.561
Br 3.6856 -5.5928 -5.4424 -0.003 -0.033 0.007 0.610
Br 3.0515 0.0534 4.6800 0.009 -0.041 -0.041 0.573
Br -1.4028 4.0390 5.5166 0.092 -0.025 0.031 0.530
Br -2.0754 1.3208 2.7960 -0.021 0.006 0.060 0.638
Br -0.0085 -1.0722 2.4826 -0.033 -0.048 0.012 0.575
Br 4.9097 -3.2202 -3.7189 0.024 0.021 0.037 0.577
P 0.9131 -0.6763 -1.5335 -0.010 -0.048 -0.009 1.009
C 0.2145 0.4339 -2.7639 -0.034 -0.011 -0.084 -0.318
C -1.2611 0.2580 -3.1809 -0.028 0.008 -0.089 -0.193
C -2.2801 -0.0378 -2.0690 0.121 0.025 0.032 -0.411
C -2.3774 -1.5388 -1.7812 -0.017 -0.007 -0.064 -0.068
C 2.9585 1.5300 5.9132 -0.054 0.003 0.060 -1.624
C 4.1400 -3.7366 -5.4058 -0.011 0.002 0.006 -1.633
C -2.0412 0.8117 -0.8093 -0.094 -0.046 -0.034 -0.099
C 1.4032 -2.2596 -2.1957 -0.040 -0.031 0.101 -0.238
C -3.2825 3.6954 5.7428 -0.014 -0.030 -0.029 -1.671
C -0.2294 0.8066 2.8607 -0.021 0.000 0.023 -1.603
H -3.4887 2.7486 5.2642 0.006 -0.007 0.007 -0.064
H -2.6718 1.6996 -0.7975 -0.004 0.016 -0.006 0.091
H -2.8284 -2.0598 -2.6264 0.021 -0.012 -0.020 0.089
H -1.3260 -0.5164 -3.9475 -0.008 -0.033 0.016 0.117
H -2.9976 -1.7266 -0.9056 -0.003 -0.020 0.013 0.089
H 2.0520 -0.0664 -1.0155 0.065 0.063 0.013 0.038
H -1.4113 -2.0191 -1.6046 -0.012 0.013 0.081 0.035
H -1.0167 1.1723 -0.7092 -0.011 0.016 0.045 0.015
H 0.8654 0.2992 -3.6330 0.011 0.092 -0.021 0.099
H 0.5272 -2.8852 -2.3562 0.005 -0.009 -0.073 0.062
H 1.9258 -2.1023 -3.1387 0.049 -0.073 0.011 -0.023
H 3.9685 1.7608 6.2205 0.005 -0.003 -0.006 -0.024
H 0.0801 -0.8650 -0.4374 0.018 0.055 0.108 -0.026
H 0.4020 1.4411 -2.3896 -0.020 0.000 0.059 0.095
H 2.0661 -2.7433 -1.4791 0.025 -0.058 -0.048 0.064
H -1.5289 1.1933 -3.6747 0.023 0.000 -0.034 0.124
H 0.1327 0.9780 3.8676 0.037 0.013 -0.015 -0.061
H 4.8855 -3.5548 -6.1669 0.001 0.000 -0.002 -0.024
H -3.2523 0.2449 -2.4749 -0.005 0.014 -0.003 0.135
H -2.2621 0.2428 0.0924 -0.063 0.020 0.020 0.031
```
Positions in Å, forces in eV/Å.

Computed properties:
total charge	+1

Entry 3:
DFT (ωB97M-V with the def2-TZVPD basis set) results for 5 unconnected molecules or ions with the total composition C10H20Cl10 in a non-equilibrium geometry.

```
40
Properties=species:S:1:pos:R:3:forces:R:3:lowdin_charge:R:1
Cl 1.3719 1.7310 -3.0443 -0.120 -0.213 -0.246 0.505
Cl -3.8993 5.0812 -10.0543 0.541 1.053 0.518 0.506
Cl 5.7989 2.3531 4.9251 -0.483 0.272 1.009 0.557
Cl -1.6415 -8.9440 0.1523 -0.391 0.213 0.136 0.561
Cl -0.6858 -2.2692 7.4257 -0.262 0.618 0.049 0.508
Cl -2.9587 4.8983 -6.7507 -0.242 -0.470 -0.078 0.511
Cl 3.1311 2.8097 2.7156 -0.967 -0.044 0.415 0.559
Cl -0.4251 -8.2970 3.1242 0.748 0.015 0.557 0.538
Cl 0.6518 -1.4990 4.5764 -0.617 0.120 -0.203 0.512
Cl -0.6567 -1.4587 -0.9798 -0.131 -0.200 0.336 0.538
C -1.0611 -1.1263 4.9864 -0.042 0.645 0.619 -0.650
C -2.3951 -7.9694 1.4122 0.320 2.149 1.446 -0.712
C 4.8471 2.8903 2.4084 0.821 -0.117 -0.612 -0.687
C -1.1626 -0.8043 6.4869 -0.020 -0.459 -0.583 -0.643
C -2.2207 5.9516 -7.9830 -1.227 0.217 0.420 -0.667
C -1.3916 -7.1235 2.2183 0.337 -0.497 -0.126 -0.664
C 5.6270 1.8750 3.2496 0.863 -0.257 -0.631 -0.688
C -3.1601 6.4524 -9.1142 1.565 -0.333 0.315 -0.617
C 0.0286 0.7882 -2.2821 0.920 0.214 0.409 -0.635
C 0.6616 -0.5055 -1.6897 -0.909 1.049 -0.827 -0.664
H -2.3462 6.9550 -9.6368 -0.414 -0.094 -1.247 0.066
H -1.8731 -6.4709 2.9466 -0.397 -0.291 -0.039 0.069
H -3.8765 7.2552 -8.9401 -0.288 -0.658 0.590 0.072
H 6.6807 1.7311 3.0104 -0.088 0.586 -0.951 0.057
H -0.3275 1.5081 -1.5452 -0.151 -0.583 0.289 0.058
H -2.8849 -8.5378 2.2029 -0.182 -0.546 -0.659 0.063
H -0.7670 0.6331 -3.0108 0.320 -0.294 -0.013 0.067
H 4.9266 2.7337 1.3326 0.362 -0.543 0.089 0.064
H -2.1738 -0.5029 6.7605 -0.107 -0.405 -0.056 0.069
H -0.5365 0.0491 6.7474 0.333 -0.366 0.010 0.068
H -1.3709 5.4434 -8.4388 -0.170 -0.063 0.179 0.070
H -1.8963 6.7662 -7.3355 0.234 0.345 -0.693 0.059
H -1.7242 -1.9270 4.6589 0.354 -0.235 0.295 0.068
H -3.0662 -7.1754 1.0846 -0.420 -0.641 -0.957 0.074
H -1.3912 -0.2402 4.4443 0.369 0.086 -0.144 0.068
H -0.7280 -6.4638 1.6594 -0.009 -0.399 -0.358 0.070
H 5.1526 3.9307 2.5186 0.212 -0.202 0.592 0.067
H 1.0675 -1.1105 -2.5005 0.197 0.176 0.199 0.063
H 1.4050 -0.2578 -0.9320 -0.124 -0.147 -0.131 0.068
H 5.2701 0.8468 3.1905 -0.734 0.298 0.085 0.070
```
Positions in Å, forces in eV/Å.

Computed properties:
SMILES string	ClCCCl.ClCCCl.ClCCCl.ClCCCl.ClCCCl

no.,lowest unoccupied orbital energy (eV)
1,-0.019
2,-2.723
3,0.320